(1)
# CH10O4

4 unconnected molecules or ions with the total composition CH10O4 (ωB97M-V with the def2-TZVPD basis set, the Open Molecules 2025 dataset).

XYZ file:
```
15
Properties=species:S:1:pos:R:3:nbo_charge:R:1
H -0.68200 -0.47498 -3.43159 0.47
O -1.23871 -0.53613 -2.65701 -0.97
H -0.28953 0.79260 1.63133 0.48
H 1.49418 1.71179 0.96611 0.18
H -0.93323 -1.25364 -2.07461 0.50
H 0.60508 1.34974 -1.23561 0.47
O -1.46113 -1.96449 -0.03541 -0.94
O -0.13712 1.34816 -0.61180 -0.97
H -1.70291 -1.61512 0.84759 0.48
H 2.20086 1.30036 2.50945 0.15
H -0.86126 0.97472 -1.13358 0.50
C 1.62881 0.88517 1.65801 -0.25
H -1.29028 -2.84338 0.29806 0.47
H 2.25414 0.07306 1.27073 0.16
O 0.41311 0.25214 1.99834 -0.74
```

Computed properties:
Structure (SMILES): CO.O.O.O
Relative energy (zero: lowest compared OMol25 entry of this formula, charge and spin): 18.5 kcal per mole
LUMO level: 0.62 eV
Largest force on an atom: 1.44 eV/Å
Gap between HOMO and LUMO: 0.38323 hartree
Total energy: -345.02591 hartree

=====

(2)
# CH10O5

5 unconnected molecules or ions with the total composition CH10O5 (ωB97M-V with the def2-TZVPD basis set, the Open Molecules 2025 dataset).

XYZ file:
```
16
Properties=species:S:1:pos:R:3:lowdin_spin:R:1
O -0.74180 1.15785 0.58471 0.34
C -1.50876 0.44813 -0.12697 0.44
H -0.51091 -2.44676 0.60912 0.00
O 1.66898 -0.98459 -0.14092 0.00
H 1.31778 1.36843 3.52096 0.00
H -0.00297 1.05228 2.82364 0.00
H -2.54611 0.73552 -0.22350 0.07
H 0.04258 -2.09100 -0.55245 0.00
H 1.58364 -0.06659 0.01957 0.00
H 1.72392 -1.61449 0.73191 0.00
O 0.01450 1.23052 -3.42136 0.04
O -0.55155 -2.76585 -0.28815 0.01
H 0.74281 1.80872 -3.03785 0.01
H -1.20866 -0.53605 -0.36021 0.05
H -0.61762 1.97333 -3.60359 0.01
O 0.59417 0.73055 3.46510 0.01
```

Computed properties:
Relative energy (zero: lowest compared OMol25 entry of this formula, charge and spin): 27.9 kcal per mole
LUMO level (spin up / spin down): 3.62 / 3.58 eV
Largest force on an atom: 5.13 eV/Å
Total charge: -1
Expectation value of S²: 0.753
Gap between HOMO and LUMO (spin up / spin down): 0.12285 / 0.25231 hartree
Multiplicity: 2
Total energy: -420.21574 hartree

=====

(3)
# CH10O6

5 unconnected molecules or ions with the total composition CH10O6 (ωB97M-V with the def2-TZVPD basis set, the Open Molecules 2025 dataset).

XYZ file:
```
17
Properties=species:S:1:pos:R:3:nbo_charge:R:1
O -2.19170 -0.42629 1.29368 -0.97
H 0.92026 -0.58990 -3.06575 0.48
C 0.95747 1.84576 1.90293 0.65
H 0.95853 1.55810 -1.50442 0.47
O 1.83536 1.97128 -1.50364 -0.97
O -0.35555 -2.91712 -0.28166 -0.96
H -0.52869 0.62191 1.74716 0.52
O 2.02138 2.18166 1.48012 -0.57
H -3.11118 -0.24740 1.50973 0.48
H -0.31461 -1.46288 -2.86483 0.47
H -2.01762 -1.36557 1.49458 0.49
H -0.36202 -1.97473 -0.47904 0.49
H 2.12912 1.91576 -0.58291 0.49
O 0.44000 -1.07667 -2.38583 -0.95
H 0.55777 2.19249 2.86426 0.09
O 0.07757 1.13626 1.19314 -0.69
H -1.01610 -3.36265 -0.81752 0.47
```

Computed properties:
Structure (SMILES): O=CO.O.O.O.O
Relative energy (zero: lowest compared OMol25 entry of this formula, charge and spin): 24.1 kcal per mole
LUMO level: 0.12 eV
Largest force on an atom: 0.74 eV/Å
Gap between HOMO and LUMO: 0.39104 hartree
Total energy: -495.53741 hartree

=====

(4)
# CH10O6

5 unconnected molecules or ions with the total composition CH10O6 (ωB97M-V with the def2-TZVPD basis set, the Open Molecules 2025 dataset).

XYZ file:
```
17
Properties=species:S:1:pos:R:3:nbo_charge:R:1
O 0.96474 0.96912 -0.71119 -0.70
C 0.13343 1.42230 -1.64135 0.67
O -1.60975 0.61342 1.56976 -0.99
H 0.03721 -1.84250 0.20796 0.51
H -0.25491 2.42894 -1.42612 0.10
H -0.06915 -2.50008 -2.28834 0.48
O 0.89934 0.36079 2.63493 -1.00
H -2.45776 0.94367 1.87519 0.48
H -0.87821 -1.18843 1.23394 0.49
H -0.06317 -0.95306 -2.07270 0.50
O -0.08933 -1.74613 1.16602 -1.00
H 0.66934 -0.54908 2.32708 0.51
O -0.09105 0.82493 -2.65013 -0.58
O 0.09304 -1.80653 -1.64660 -0.98
H 1.10122 0.29270 3.56840 0.48
H 0.64680 1.00781 0.19969 0.52
H -0.92535 0.85467 2.22265 0.50
```

Computed properties:
Structure (SMILES): O=CO.O.O.O.O
Relative energy (zero: lowest compared OMol25 entry of this formula, charge and spin): 10.4 kcal per mole
LUMO level: 0.42 eV
Largest force on an atom: 1.01 eV/Å
Gap between HOMO and LUMO: 0.42352 hartree
Total energy: -495.55926 hartree

=====

(5)
# CH11N2O3

4 unconnected molecules or ions with the total composition CH11N2O3 (ωB97M-V with the def2-TZVPD basis set, the Open Molecules 2025 dataset).

XYZ file:
```
17
Properties=species:S:1:pos:R:3:nbo_charge:R:1
O -2.41933 -0.29319 -0.01294 -1.00
O 4.08235 0.37787 -0.61164 -0.96
H 1.42473 -0.15108 -0.06204 0.44
H -1.09191 -2.63536 2.01395 0.48
N 0.49282 0.24689 -0.03018 -0.72
H -1.98811 -3.42814 1.16880 0.49
H -2.48482 -0.95950 0.69762 0.52
H 1.04592 2.23191 0.14276 0.24
H -3.32583 -0.29468 -0.35888 0.49
H -1.63982 1.28557 -0.75659 0.45
H 4.97790 0.74539 -0.60701 0.49
H 4.30171 -0.56110 -0.67845 0.47
H -1.10455 2.92075 -0.76182 0.43
C 0.30586 1.54731 -0.24148 0.40
N -0.88191 1.94733 -0.61660 -0.70
O -1.46523 -2.61279 1.11765 -0.96
H -0.22976 -0.36719 -0.40317 0.43
```

Computed properties:
Relative energy (zero: lowest compared OMol25 entry of this formula, charge and spin): 15.0 kcal per mole
LUMO level: -3.19 eV
Largest force on an atom: 2.07 eV/Å
Total charge: +1
Gap between HOMO and LUMO: 0.42652 hartree
Total energy: -379.71937 hartree

=====

(6)
# CH11NO3

4 unconnected molecules or ions with the total composition CH11NO3 (ωB97M-V with the def2-TZVPD basis set, the Open Molecules 2025 dataset).

XYZ file:
```
16
Properties=species:S:1:pos:R:3:lowdin_spin:R:1
H -0.12776 0.00167 -2.64703 0.01
C 0.06251 0.53611 -1.71114 0.14
O -2.19322 -1.70586 1.72865 0.05
H -1.96068 -1.72967 2.65426 0.01
O 0.32426 3.14532 0.76241 0.37
H 1.03280 -3.15100 0.49482 0.01
H 0.40525 4.01047 1.20488 0.10
H 1.83127 -0.26293 -1.32628 0.02
H -1.34676 -1.84208 1.30381 0.00
H 0.42944 1.52322 -1.99044 0.03
H 1.14364 0.44804 -0.04406 0.05
N 0.95932 -0.19959 -0.81247 0.05
O 0.40192 -2.45912 0.66172 0.02
H -0.55995 2.77977 0.97152 0.12
H -0.94129 0.62821 -1.30175 0.03
H 0.53926 -1.72255 0.05109 0.00
```

Computed properties:
Relative energy (zero: lowest compared OMol25 entry of this formula, charge and spin): 0.0 kcal per mole
LUMO level (spin up / spin down): 3.62 / 3.46 eV
Largest force on an atom: 1.37 eV/Å
Total charge: -1
Expectation value of S²: 0.750
Gap between HOMO and LUMO (spin up / spin down): 0.09502 / 0.37611 hartree
Multiplicity: 2
Total energy: -325.12194 hartree